Record 1
DFT (ωB97M-V/def2-TZVPD) results for a 2-piece molecular cluster, C5H11N3 overall.

CARTESIAN COORDINATES (ANGSTROEM)
H1 2.502 0.310 -0.298
N1 1.996 0.730 0.503
C1 1.283 0.031 1.218
C2 -0.357 0.643 1.594
N2 1.356 -1.251 1.636
H2 -0.128 0.979 2.607
H3 -0.537 1.571 1.059
H4 -1.173 -0.057 1.776
H5 2.217 -1.756 1.486
H6 0.703 -1.581 2.327
C3 -1.747 0.546 -1.731
C4 -0.698 -0.448 -1.231
C5 0.578 -0.288 -1.839
N3 1.664 -0.133 -2.205
H7 -1.950 0.429 -2.796
H8 -2.678 0.402 -1.186
H9 -1.409 1.565 -1.549
H10 -1.035 -1.479 -1.369
H11 -0.586 -0.213 -0.002

Calculated values
Multiplicity ... 1
SMILES ... [H]/N=C(/C)N.CCC#N
LUMO ... 0.726 eV
HOMO ... -8.7 eV
Gap between HOMO and LUMO ... 9.404 eV

Results of the Löwdin charge analysis, in e, for atoms 1 through 4: H 0.0355; N 0.1013; C -0.5254; C -0.0638

=====

Record 2
DFT (ωB97M-V/def2-TZVPD) results for a 2-piece molecular cluster, C6H16NO overall.

CARTESIAN COORDINATES (ANGSTROEM)
C1 1.876 -1.499 1.455
O1 2.450 -1.915 0.224
C2 0.351 -1.527 1.475
C3 -0.402 -0.679 0.304
C4 0.519 0.159 -0.381
C5 0.862 1.489 0.091
C6 -0.223 2.385 -0.528
N1 -3.052 -0.053 -1.739
H1 2.208 -0.501 1.749
H2 2.221 -2.251 2.161
H3 2.468 -1.217 -0.450
H4 -0.054 -2.522 1.383
H5 0.035 -1.101 2.423
H6 -1.129 -0.040 0.822
H7 -0.973 -1.376 -0.299
H8 -2.074 -0.001 -1.982
H9 0.744 -0.024 -1.439
H10 1.872 1.784 -0.190
H11 0.825 1.556 1.180
H12 0.148 3.377 -0.740
H13 -1.084 2.492 0.128
H14 -3.375 -1.016 -1.743
H15 -0.629 2.016 -1.481
H16 -3.585 0.465 -2.422

Calculated values
Total charge ... +1
Multiplicity ... 1
LUMO ... -6.572 eV
HOMO ... -13.5 eV
Gap between HOMO and LUMO ... 6.943 eV

Results of the Löwdin charge analysis, in e, for atoms 1 through 4: C -0.2442; O -0.0267; C -0.0712; C -0.1153

=====

Record 3
DFT (ωB97M-V/def2-TZVPD) results for one molecule with the formula C8H6N2O2.

CARTESIAN COORDINATES (ANGSTROEM)
O1 -1.650 -1.174 0.554
C1 -0.409 -1.103 0.350
C2 0.489 -2.053 0.919
C3 1.801 -1.869 0.730
C4 2.349 -0.719 0.074
C5 1.537 0.230 -0.346
C6 0.118 0.030 -0.332
C7 -0.703 1.212 -0.693
N1 -0.347 2.322 -1.214
N2 -1.392 3.191 -1.225
C8 -2.439 2.608 -0.787
O2 -2.132 1.228 -0.542
H1 -1.816 -2.006 1.117
H2 0.147 -2.893 1.466
H3 2.448 -2.656 1.032
H4 3.446 -0.726 0.150
H5 1.992 1.215 -0.726
H6 -3.440 3.163 -0.527

Calculated values
Multiplicity ... 1
SMILES ... Oc1ccccc1-c1nnco1
LUMO ... 0.443 eV
HOMO ... -8.5 eV
Gap between HOMO and LUMO ... 8.970 eV

Results of the Löwdin charge analysis, in e, for atoms 1 through 4: O 0.1168; C -0.3251; C -0.0228; C -0.0811

=====

Record 4
DFT (ωB97M-V/def2-TZVPD) results for one molecule with the formula S2.

CARTESIAN COORDINATES (ANGSTROEM)
S1 0.561 -0.600 0.529
S2 -0.561 0.600 -0.529

Calculated values
Multiplicity ... 1
LUMO ... -2.732 eV
HOMO ... -8.5 eV
Gap between HOMO and LUMO ... 5.746 eV

Calculated atomic charges, method Löwdin, unit e: S 0.0000; S 0.0000

=====

Record 5
DFT (ωB97M-V/def2-TZVPD) results for one molecule with the formula C5H8ClN.

CARTESIAN COORDINATES (ANGSTROEM)
C1 0.550 1.317 -2.699
C2 -0.557 0.900 -2.142
Cl1 -2.118 1.565 -2.505
N1 -0.699 -0.475 -1.251
C3 -0.366 -0.540 -0.046
C4 -0.540 -1.894 0.719
C5 0.115 0.635 0.796
H1 0.565 2.155 -3.316
H2 1.419 0.792 -2.471
H3 -0.915 -1.753 1.699
H4 0.490 -2.331 0.597
H5 -1.232 -2.518 0.090
H6 0.412 0.337 1.884
H7 -0.559 1.412 0.730
H8 1.059 0.934 0.318

Calculated values
Multiplicity ... 1
SMILES ... C=C(Cl)N=C(C)C
LUMO ... 0.901 eV
HOMO ... -9.2 eV
Gap between HOMO and LUMO ... 10.065 eV

Results of the Löwdin charge analysis, in e, for atoms 1 through 4: C -0.0357; C -0.7165; Cl 0.6287; N 0.0824

=====

Record 6
DFT (ωB97M-V/def2-TZVPD) results for an isolated ion of composition C6H10NO and charge +1.

CARTESIAN COORDINATES (ANGSTROEM)
C1 -0.270 0.630 0.604
C2 1.112 -0.648 -0.754
C3 -1.652 -1.289 0.728
C4 -0.852 -1.943 -0.344
C5 0.175 2.016 0.726
C6 2.063 0.097 -1.567
N1 -1.371 0.106 0.953
O1 0.184 -1.546 -0.967
H1 -2.735 -1.416 0.606
H2 -1.352 -1.834 1.736
H3 -1.013 -2.957 -0.463
H4 1.219 2.017 1.321
H5 -0.357 2.725 1.312
H6 0.390 2.323 -0.257
H7 1.951 1.148 -1.310
H8 1.715 0.139 -2.570
H9 2.979 -0.209 -1.259
H10 -2.187 0.641 1.505

Calculated values
Total charge ... +1
Multiplicity ... 1
LUMO (alpha / beta) ... -4.126 / -3.989 eV
HOMO (alpha / beta) ... -12.0 / -12.2 eV
Gap between HOMO and LUMO (alpha / beta) ... 7.836 / 8.260 eV

Results of the Löwdin charge analysis, in e, for atoms 1 through 4: C -0.0736; C 0.0313; C -0.1239; C -0.0859

=====

Record 7
DFT (ωB97M-V/def2-TZVPD) results for one molecule with the formula C6H11N.

CARTESIAN COORDINATES (ANGSTROEM)
C1 -3.591 0.999 1.424
C2 -2.413 0.983 0.681
C3 -1.227 0.176 0.851
C4 -0.145 0.454 0.095
C5 0.899 -0.509 -0.041
N1 1.974 -0.118 -0.916
C6 2.951 -1.065 -1.302
H1 -3.637 0.912 2.514
H2 -4.505 1.274 0.865
H3 -2.262 1.774 0.001
H4 -0.974 -0.681 1.631
H5 -0.174 1.283 -0.635
H6 1.390 -0.563 0.939
H7 0.354 -1.470 -0.385
H8 1.579 0.439 -1.720
H9 3.303 -1.366 -0.247
H10 3.833 -0.609 -1.754
H11 2.646 -1.915 -2.002

Calculated values
Multiplicity ... 1
SMILES ... C=C/C=C/CNC
LUMO ... 0.480 eV
HOMO ... -7.9 eV
Gap between HOMO and LUMO ... 8.390 eV

Results of the Löwdin charge analysis, in e, for atoms 1 through 4: C 0.0049; C -0.2005; C -0.1306; C -0.1397

=====

Record 8
DFT (ωB97M-V/def2-TZVPD) results for a 12-piece molecular cluster, C44H62F30O22S2 overall.

CARTESIAN COORDINATES (ANGSTROEM)
C1 -21.414 -20.076 5.987
S1 -20.167 -19.308 4.951
O1 -20.897 -18.319 4.090
C2 -19.412 -18.396 6.205
H1 -22.095 -19.402 6.520
H2 -20.977 -20.699 6.762
H3 -22.018 -20.671 5.299
H4 -19.912 -17.434 6.360
H5 -18.440 -18.063 5.852
H6 -19.378 -18.957 7.139
C3 -13.656 -15.341 15.133
S2 -13.915 -16.354 13.821
O2 -13.015 -15.912 12.700
C4 -13.202 -17.816 14.509
H7 -14.190 -14.401 14.990
H8 -12.619 -15.036 15.178
H9 -14.066 -15.839 16.010
H10 -13.374 -18.537 13.697
H11 -13.830 -18.166 15.329
H12 -12.160 -17.605 14.740
C5 -19.214 -18.604 9.985
C6 -19.642 -18.479 11.460
O3 -18.779 -19.323 12.334
C7 -17.814 -18.648 12.980
O4 -17.408 -17.526 12.755
C8 -17.170 -19.562 14.029
F1 -15.960 -19.119 14.345
F2 -17.939 -19.570 15.107
F3 -16.972 -20.841 13.653
H13 -18.190 -18.297 9.791
H14 -19.899 -18.026 9.357
H15 -19.174 -19.666 9.744
H16 -20.616 -18.930 11.557
H17 -19.620 -17.454 11.811
C9 -12.241 -21.902 13.283
C10 -11.077 -22.635 13.865
O5 -11.657 -23.631 14.770
C11 -10.742 -24.444 15.365
O6 -9.555 -24.509 15.189
C12 -11.431 -25.377 16.357
F4 -11.498 -26.628 15.903
F5 -10.785 -25.408 17.506
F6 -12.695 -25.011 16.645
H18 -12.873 -22.551 12.686
H19 -11.986 -21.099 12.595
H20 -12.829 -21.425 14.071
H21 -10.465 -21.954 14.461
H22 -10.465 -23.203 13.171
C13 -18.692 -26.096 1.708
C14 -18.111 -24.783 1.294
O7 -17.293 -24.297 2.445
C15 -16.039 -23.781 2.187
O8 -15.574 -23.599 1.098
C16 -15.344 -23.361 3.487
F7 -15.811 -22.212 3.937
F8 -15.563 -24.257 4.442
F9 -14.020 -23.270 3.263
H23 -17.918 -26.861 1.840
H24 -19.372 -26.447 0.938
H25 -19.343 -25.972 2.574
H26 -18.817 -23.967 1.284
H27 -17.417 -24.825 0.463
C17 -9.550 -21.114 10.336
C18 -9.666 -21.793 8.965
O9 -10.944 -21.362 8.412
C19 -11.213 -21.737 7.121
O10 -10.435 -22.318 6.429
C20 -12.576 -21.270 6.632
F10 -12.474 -20.689 5.424
F11 -13.386 -22.324 6.616
F12 -13.130 -20.404 7.483
H28 -10.280 -21.580 10.989
H29 -9.768 -20.042 10.245
H30 -8.530 -21.274 10.677
H31 -9.713 -22.884 9.053
H32 -8.905 -21.545 8.220
C21 -18.850 -25.266 9.854
C22 -19.396 -24.045 9.149
O11 -19.332 -24.209 7.732
C23 -20.422 -24.622 7.056
O12 -21.522 -24.847 7.474
C24 -20.071 -24.577 5.561
F13 -18.774 -24.534 5.268
F14 -20.560 -25.646 4.977
F15 -20.643 -23.555 4.966
H33 -19.437 -26.168 9.684
H34 -18.773 -25.108 10.932
H35 -17.794 -25.408 9.603
H36 -18.760 -23.185 9.325
H37 -20.416 -23.785 9.437
C25 -14.315 -13.614 10.351
C26 -15.108 -14.871 10.122
O13 -16.275 -14.474 9.312
C27 -16.933 -15.443 8.642
O14 -16.657 -16.616 8.630
C28 -18.100 -14.907 7.832
F16 -18.219 -15.613 6.706
F17 -19.259 -15.005 8.501
F18 -17.956 -13.644 7.498
H38 -13.592 -13.792 11.142
H39 -14.887 -12.736 10.642
H40 -13.833 -13.240 9.444
H41 -15.456 -15.339 11.047
H42 -14.514 -15.619 9.601
C29 -17.606 -27.418 6.059
C30 -16.706 -26.767 7.070
O15 -15.397 -26.692 6.510
C31 -14.644 -25.682 6.996
O16 -14.948 -24.790 7.726
C32 -13.200 -25.735 6.484
F19 -13.011 -26.716 5.603
F20 -12.846 -24.616 5.893
F21 -12.342 -25.991 7.486
H43 -17.189 -28.399 5.819
H44 -17.652 -26.876 5.110
H45 -18.595 -27.516 6.507
H46 -16.688 -27.323 8.019
H47 -17.185 -25.835 7.357
C33 -15.146 -24.402 11.796
C34 -14.336 -24.748 10.563
O17 -13.318 -25.683 10.872
C35 -12.041 -25.225 10.946
O18 -11.680 -24.108 10.769
C36 -11.127 -26.306 11.515
F22 -9.882 -25.843 11.616
F23 -11.447 -26.625 12.767
F24 -11.056 -27.409 10.794
H48 -15.804 -23.592 11.479
H49 -14.471 -24.033 12.580
H50 -15.621 -25.305 12.164
H51 -13.972 -23.815 10.117
H52 -15.027 -25.149 9.822
C37 -13.893 -19.866 10.658
C38 -15.088 -19.084 10.045
O19 -15.544 -19.792 8.858
C39 -16.356 -20.874 8.975
O20 -16.911 -21.224 9.994
C40 -16.718 -21.445 7.641
F25 -17.998 -21.135 7.292
F26 -15.915 -21.055 6.709
F27 -16.566 -22.758 7.658
H53 -13.229 -20.114 9.837
H54 -14.276 -20.819 11.036
H55 -13.456 -19.253 11.437
H56 -14.744 -18.142 9.613
H57 -15.903 -18.954 10.756
C41 -13.424 -16.859 7.000
C42 -12.193 -16.325 6.272
O21 -11.834 -17.049 5.080
C43 -12.668 -16.780 4.008
O22 -13.557 -15.984 3.944
C44 -12.235 -17.691 2.886
F28 -11.037 -17.365 2.390
F29 -12.165 -18.999 3.276
F30 -13.047 -17.620 1.865
H58 -14.336 -16.488 6.543
H59 -13.396 -16.559 8.047
H60 -13.508 -17.948 7.008
H61 -11.381 -16.400 6.991
H62 -12.253 -15.278 5.973

Calculated values
Multiplicity ... 1
LUMO ... 0.082 eV
HOMO ... -8.9 eV
Gap between HOMO and LUMO ... 8.952 eV

Results of the Löwdin charge analysis, in e, for atoms 1 through 4: C -0.2699; S 0.8189; O -0.5429; C -0.3125

=====

Calculated total energy: -9831.2397 -10009.8368 -15466.1635 -21668.9196 -19325.2573 -9907.7478 -7886.8808 -194874.2737 (eV)